1.
{"formula": "C4H10S2", "method": "ωB97M-V/def2-TZVPD", "smiles": "CCCSSC", "spin_multiplicity": 1, "e_tot_ev": -25978.2482, "lumo_ev": -0.9587, "orbital_gap_ha": 0.27978, "max_force_ev_per_a": 4.17, "species": ["C", "C", "C", "S", "S", "C", "H", "H", "H", "H", "H", "H", "H", "H", "H", "H"], "xyz": [[0.47823, -2.28509, 0.89369], [-0.92170, -1.60940, 0.65467], [-0.90509, -0.23767, 1.38221], [0.34104, 0.89960, 1.01652], [0.37153, 0.19816, -1.40560], [0.00320, 1.82076, -1.98435], [0.44630, -3.37267, 0.71462], [1.20440, -1.70072, 0.25252], [0.86751, -1.91458, 1.89933], [-1.29912, -1.29737, -0.28537], [-1.75692, -2.07375, 1.15237], [-1.79072, 0.18736, 0.92531], [-0.90319, -0.15752, 2.45162], [-0.20309, 1.88675, -3.13974], [-0.92478, 2.37973, -1.55992], [1.03066, 2.36702, -1.86289]]}

***

2.
{"formula": "C4H10S2", "method": "ωB97M-V/def2-TZVPD", "smiles": "CCCSSC", "spin_multiplicity": 1, "e_tot_ev": -25978.3432, "lumo_ev": -1.0505, "orbital_gap_ha": 0.28324, "max_force_ev_per_a": 4.48, "species": ["C", "C", "C", "S", "S", "C", "H", "H", "H", "H", "H", "H", "H", "H", "H", "H"], "xyz": [[-0.28590, -1.99883, 0.92717], [-1.01953, -0.60748, 0.86935], [-0.05007, 0.46990, 1.31824], [1.54240, 0.37674, 0.64390], [0.54405, 0.04539, -1.68078], [0.88450, 1.69060, -2.31761], [-1.14105, -2.63793, 0.56087], [0.58934, -1.92889, 0.31780], [-0.10445, -2.20113, 1.93354], [-1.49651, -0.44619, -0.15253], [-1.91646, -0.55513, 1.52601], [-0.33180, 1.46060, 1.01511], [0.03476, 0.21269, 2.45488], [0.14629, 1.91651, -3.03793], [0.60835, 2.47953, -1.54046], [1.99608, 1.72362, -2.83756]]}

***

3.
{"formula": "C4H10S2", "method": "ωB97M-V/def2-TZVPD", "smiles": "C=CC.CSS", "spin_multiplicity": 1, "e_tot_ev": -25979.2871, "lumo_ev": 0.4031, "orbital_gap_ha": 0.34122, "max_force_ev_per_a": 2.74, "species": ["C", "C", "C", "H", "H", "H", "H", "H", "H", "C", "S", "S", "H", "H", "H", "H"], "xyz": [[-0.97268, 1.28027, -2.46658], [-1.61870, 0.78379, -1.40603], [-2.12320, -0.62300, -1.29297], [-1.05514, 2.33644, -2.67557], [-0.46708, 0.58097, -3.12255], [-2.25223, 1.50836, -0.88680], [-1.95470, -1.05362, -0.30649], [-1.43081, -1.23557, -1.90090], [-3.10339, -0.72625, -1.74713], [2.64742, -0.60247, 1.42663], [1.53385, 0.63184, 2.06327], [0.81179, -0.47467, 3.74569], [2.97492, -0.39430, 0.41058], [3.49616, -0.77155, 2.09223], [2.08967, -1.53979, 1.41003], [1.42411, 0.29957, 4.65659]]}

***

4.
{"formula": "C4H10S3", "method": "ωB97M-V/def2-TZVPD", "smiles": "SC(S)S.C=CC", "spin_multiplicity": 1, "e_tot_ev": -36814.7737, "lumo_ev": 0.6194, "orbital_gap_ha": 0.35804, "max_force_ev_per_a": 0.53, "species": ["S", "C", "S", "S", "H", "H", "H", "H", "C", "C", "C", "H", "H", "H", "H", "H", "H"], "xyz": [[2.33758, 1.56673, -2.28440], [0.58183, 1.10775, -2.16749], [-0.46791, 2.57173, -2.46121], [0.08106, -0.25339, -3.30517], [2.27502, 2.02134, -3.53812], [0.42070, 0.76995, -1.14453], [-1.61596, 1.95873, -2.18598], [0.73652, -1.21310, -2.64205], [-1.41666, -0.25646, 2.10253], [-0.23653, -0.11132, 1.53166], [0.61491, -1.25210, 1.07849], [-2.00534, 0.58064, 2.43550], [-1.84154, -1.23320, 2.26829], [0.18201, 0.87739, 1.38070], [0.89623, -1.14277, 0.03114], [0.09269, -2.19764, 1.20295], [1.53795, -1.28230, 1.65799]]}

***

5.
{"formula": "C4H10Si", "method": "ωB97M-V/def2-TZVPD", "smiles": "C/C=C(/C)[SiH3]", "spin_multiplicity": 1, "e_tot_ev": -12184.9137, "lumo_ev": 0.9031, "orbital_gap_ha": 0.37888, "max_force_ev_per_a": 4.09, "species": ["C", "C", "C", "C", "Si", "H", "H", "H", "H", "H", "H", "H", "H", "H", "H"], "xyz": [[1.84901, 1.29782, -0.72706], [0.19364, 1.13056, -0.24853], [-0.38713, -0.04686, 0.01413], [-1.88913, 0.11227, 0.45965], [0.14230, -1.82498, 0.20838], [2.55364, 0.88723, 0.05579], [2.11980, 0.67196, -1.52250], [2.00669, 2.27385, -1.10276], [-0.33883, 2.14274, -0.36306], [-1.72859, 0.33555, 1.51611], [-2.44885, 0.91528, -0.15293], [-2.45020, -0.79908, 0.50997], [-0.63758, -2.14981, 1.64507], [1.68112, -2.25153, 0.26842], [-0.66588, -2.69500, -0.56068]]}

***

6.
{"formula": "C4H11AlBrCeCl", "method": "ωB97M-V/def2-TZVPD", "spin_multiplicity": 2, "charge": -1, "e_tot_ev": -106418.6724, "lumo_ev": [1.9852, 1.9883], "orbital_gap_ha": [0.21046, 0.20897], "max_force_ev_per_a": 2.77, "species": ["Al", "Cl", "C", "H", "H", "H", "Ce", "C", "C", "C", "H", "H", "H", "H", "H", "H", "H", "H", "Br"], "xyz": [[1.57565, -0.78476, 1.88220], [2.45894, -2.73466, 1.79375], [3.05530, 0.52896, 1.69110], [3.30630, 1.03159, 2.63485], [2.83729, 1.30580, 0.94950], [3.94070, -0.03497, 1.36732], [-0.67443, -0.82042, -1.61036], [-2.90278, -1.08445, -1.09390], [-0.75629, 1.31479, -2.48071], [-0.05896, -0.32816, 0.50688], [-0.82642, 2.00828, -1.62622], [0.16394, 1.49618, -3.06173], [-1.64693, 1.39039, -3.12630], [-3.09414, -0.44952, -0.21277], [-3.48121, -0.73663, -1.96453], [-3.11295, -2.14336, -0.87149], [-0.05841, 0.79575, 0.46453], [-1.01717, -0.56075, 1.04259], [0.29158, -0.19409, 3.71531]]}

***

7.
{"formula": "C4H11AsClN2O4PtS4", "method": "ωB97M-V/def2-TZVPD", "spin_multiplicity": 1, "charge": -1, "e_tot_ev": -135440.4576, "lumo_ev": 1.3764, "orbital_gap_ha": 0.21767, "max_force_ev_per_a": 1.22, "species": ["Pt", "O", "Cl", "O", "O", "O", "S", "As", "S", "S", "S", "N", "C", "C", "N", "C", "C", "H", "H", "H", "H", "H", "H", "H", "H", "H", "H", "H"], "xyz": [[-0.34758, 0.24643, 2.81082], [3.31916, -1.32672, 4.27062], [2.55852, -0.15280, 4.02624], [3.20168, 0.98332, 4.58846], [1.23604, -0.30091, 4.61158], [2.35645, 0.03950, 2.61539], [-5.18851, -0.33045, 1.98610], [-3.27024, -0.26522, 1.21649], [-1.70418, -1.45798, 2.32915], [-1.97330, 1.46455, 1.90494], [-3.11826, -0.60253, -0.88756], [-0.08596, -0.06461, -2.98749], [-0.55655, 1.18042, -2.27905], [0.37831, 1.45423, -1.10081], [0.51479, 0.30189, -0.25175], [1.00774, -0.86427, -0.93461], [0.10211, -1.26521, -2.09359], [0.80615, 0.14078, -3.44308], [-0.75043, -0.29938, -3.72442], [-1.56012, 0.95554, -1.90556], [-0.57260, 1.97871, -3.02268], [-0.04404, 2.27375, -0.51753], [1.36774, 1.77264, -1.45466], [-0.38047, 0.09068, 0.18732], [1.05718, -1.69356, -0.22828], [2.03110, -0.67919, -1.28783], [-0.89008, -1.51668, -1.71012], [0.50533, -2.06292, -2.71809]]}

***

8.
{"formula": "C4H11AsCsF6NO", "method": "ωB97M-V/def2-TZVPD", "spin_multiplicity": 1, "e_tot_ev": -85544.7280, "lumo_ev": -0.3777, "orbital_gap_ha": 0.31891, "max_force_ev_per_a": 18.60, "species": ["Cs", "As", "F", "F", "F", "F", "F", "F", "C", "C", "C", "O", "C", "N", "H", "H", "H", "H", "H", "H", "H", "H", "H", "H", "H"], "xyz": [[-14.62142, 5.15479, -8.85117], [-13.76560, 2.33470, -8.13527], [-15.49032, 2.92775, -8.28676], [-13.39698, 2.78872, -9.80577], [-12.10617, 1.70760, -7.84486], [-14.12419, 1.97040, -6.44948], [-14.27349, 0.66027, -8.48048], [-13.38713, 4.04356, -7.73194], [-11.05460, 4.47229, -7.54958], [-12.12646, 5.14357, -8.42112], [-11.77195, 6.52112, -8.97975], [-11.40004, 7.31004, -7.80671], [-11.06956, 8.66259, -8.13822], [-12.32708, 4.19257, -9.43097], [-11.18087, 3.39148, -7.48627], [-11.00441, 4.91703, -6.55571], [-10.09701, 4.63602, -8.04385], [-13.08944, 5.31408, -7.93976], [-12.52244, 7.01882, -9.59388], [-10.90950, 6.52097, -9.64629], [-11.92629, 9.33523, -8.17888], [-10.69988, 8.77178, -9.15779], [-10.32359, 9.09733, -7.47291], [-12.54419, 3.31935, -8.97222], [-11.53911, 4.02880, -10.04121]]}

***

9.
{"formula": "C4H11BBrINO2", "method": "ωB97M-V/def2-TZVPD", "smiles": "CC[C@H](Br)[N@H+](I)CB(O)O", "spin_multiplicity": 1, "charge": 1, "e_tot_ev": -88725.6060, "lumo_ev": -5.5744, "orbital_gap_ha": 0.33068, "max_force_ev_per_a": 1.00, "species": ["C", "C", "C", "Br", "N", "I", "C", "B", "O", "O", "H", "H", "H", "H", "H", "H", "H", "H", "H", "H", "H"], "xyz": [[3.04320, -0.34647, 0.97478], [2.10612, -0.16111, -0.23815], [0.71034, 0.16987, 0.23397], [0.02361, -1.34686, 1.28204], [-0.32343, 0.32438, -0.83204], [0.30319, 1.41055, -2.51471], [-1.60730, 0.91814, -0.26948], [-2.84837, -0.09134, -0.28000], [-2.97489, -1.08826, -1.21631], [-3.84393, 0.13328, 0.62233], [3.91991, 0.27437, 0.85829], [2.56726, -0.02648, 1.89230], [3.36885, -1.37091, 1.05913], [2.05445, -1.06672, -0.83080], [2.50995, 0.65771, -0.81561], [0.70643, 1.02148, 0.89570], [-0.52751, -0.61534, -1.16987], [-1.42283, 1.29977, 0.72295], [-1.89603, 1.76443, -0.87869], [-2.35864, -1.81659, -1.01758], [-3.51042, -0.04391, 1.52174]]}

***

10.
{"formula": "C4H11BClErF4Nd", "method": "ωB97M-V/def2-TZVPD", "spin_multiplicity": 7, "charge": -1, "e_tot_ev": -71300.3466, "lumo_ev": [2.2898, 2.3003], "orbital_gap_ha": [0.23480, 0.23710], "max_force_ev_per_a": 1.88, "species": ["Er", "Cl", "C", "C", "H", "H", "H", "H", "H", "H", "Nd", "C", "C", "H", "H", "H", "H", "H", "F", "B", "F", "F", "F"], "xyz": [[0.02976, 0.56249, -2.04396], [0.61745, -1.45877, -0.50190], [2.09551, 1.57741, -2.55329], [-1.06485, -0.66465, -3.69295], [2.31672, 2.07932, -3.50271], [2.06026, 2.35443, -1.76166], [2.94065, 0.90719, -2.31834], [-1.07786, -0.32654, -4.73245], [-2.09379, -0.79779, -3.33091], [-0.55334, -1.63898, -3.63888], [-0.10765, 0.24108, 1.41988], [-2.18298, -0.72959, 1.98012], [-1.11833, 1.57087, -0.35717], [-3.12750, -0.29634, 1.60810], [-2.19480, -1.74242, 1.53238], [-2.30392, -0.82844, 3.07577], [-1.78304, 2.06119, -1.18271], [-1.26172, 2.21091, 0.55036], [1.87806, -0.26367, 2.58417], [1.77953, -1.09794, 4.03187], [2.81902, -0.58692, 4.71479], [0.45922, -0.72239, 4.43689], [1.87361, -2.41046, 3.68257]]}

***

11.
{"formula": "C4H11BN2", "method": "ωB97M-V/def2-TZVPD", "smiles": "CB1NCCN1C", "spin_multiplicity": 1, "e_tot_ev": -7983.4093, "lumo_ev": 0.7614, "orbital_gap_ha": 0.31727, "max_force_ev_per_a": 5.35, "species": ["C", "B", "N", "C", "C", "N", "C", "H", "H", "H", "H", "H", "H", "H", "H", "H", "H", "H"], "xyz": [[1.40740, 0.11062, 1.70402], [0.75849, 0.12994, 0.34160], [1.32733, 0.39322, -0.97790], [0.38955, 0.22457, -2.08701], [-0.97253, 0.03059, -1.28211], [-0.57285, -0.11576, 0.08070], [-1.62232, -0.54342, 1.25541], [1.46118, -0.81717, 2.12901], [0.91074, 0.85223, 2.42123], [2.48624, 0.41545, 1.68030], [2.38880, 0.45639, -1.25285], [0.53461, -0.68056, -2.65732], [0.24312, 1.18705, -2.71472], [-1.71524, 0.96828, -1.45187], [-1.45024, -0.88970, -1.79169], [-2.11684, 0.31754, 1.60456], [-2.44644, -1.12006, 0.84916], [-1.01101, -0.91923, 2.14947]]}

***

12.
{"formula": "C4H11BO2", "method": "ωB97M-V/def2-TZVPD", "smiles": "CC(C)CB(O)O", "spin_multiplicity": 1, "e_tot_ev": -9099.5374, "lumo_ev": 0.2567, "orbital_gap_ha": 0.39576, "max_force_ev_per_a": 3.72, "species": ["C", "C", "C", "C", "B", "O", "O", "H", "H", "H", "H", "H", "H", "H", "H", "H", "H", "H"], "xyz": [[-1.09155, -0.71560, 0.96268], [-0.57308, -0.07497, -0.34073], [-1.50311, 1.14217, -0.75703], [0.83853, 0.48707, -0.08165], [2.01260, -0.58592, -0.13964], [3.10189, -0.16591, -0.88288], [2.07363, -1.81381, 0.46877], [-1.12378, -0.05643, 1.79848], [-0.39621, -1.62362, 1.33417], [-2.06231, -0.99201, 0.66145], [-0.62601, -0.76931, -1.13245], [-1.07577, 2.10000, -0.61261], [-2.49119, 1.03836, -0.42123], [-1.40045, 1.14894, -1.86922], [0.94499, 1.42457, -0.74928], [0.84889, 0.97386, 0.97217], [3.87193, -0.82899, -1.05295], [3.01776, -2.22096, 0.51121]]}

***

- What is the formula in the tenth record?
  C4H11BClErF4Nd